1.
Here is C3H5N3 in the gas phase from OMol25. Energies are from ωB97M-V/def2-TZVPD.

Geometry as ORCA input:
```
! wB97M-V def2-TZVPD RIJCOSX def2/J DEFGRID3
* xyz 0 1
C -1.66655 -0.05614 0.04264
N -0.22863 -0.18755 -0.05667
C 0.73175 0.74177 0.14525
C 1.90279 0.05128 -0.03718
N 1.60012 -1.23995 -0.33194
N 0.31184 -1.37758 -0.33986
H -2.10931 -0.87009 -0.53157
H -1.98985 -0.12696 1.08470
H -1.98087 0.90241 -0.37578
H 0.50266 1.76882 0.38817
H 2.92605 0.39399 0.01224
*
```

Its orbital gap is 0.3908 Eh. The calculation puts the HOMO energy at -9.77 eV. Its structure (SMILES) is Cn1ccnn1. The value obtained for the relative energy (zero: lowest compared OMol25 entry of this formula, charge and spin) is 27.5 kcal/mol.

Atom charges from the Mulliken analysis, given in e for atoms 1 to 2: -0.7916, 0.5210

=====

2.
Here is a molecular structure, C15H31F5HgOP2Te from OMol25. Energies are from ωB97M-V/def2-TZVPD.

Geometry as ORCA input:
```
! wB97M-V def2-TZVPD RIJCOSX def2/J DEFGRID3
* xyz 0 1
P 1.39244 -3.68650 -4.06389
P 0.27221 3.64101 -1.18493
C 2.07368 2.55252 -3.01614
C 1.40498 2.26883 -1.76825
H 2.26556 3.57896 -3.31015
H 2.63958 1.73997 -3.46616
H 0.75656 1.37003 -1.82694
H 2.09808 2.12129 -0.92244
C 0.16931 4.89023 -2.45801
H -0.87063 5.24022 -2.46545
H 0.42437 4.47483 -3.43642
H 0.83537 5.72341 -2.20838
C 1.09744 4.36868 0.23374
H 1.57279 5.30669 -0.07253
H 1.83560 3.66526 0.62874
H 0.34116 4.55118 1.00198
C 0.41489 -4.88174 -5.05279
H 1.05844 -5.76037 -5.19618
H 0.10108 -4.48498 -6.02712
H -0.46342 -5.18053 -4.46805
C 2.66672 -3.33964 -5.34102
H 3.37431 -2.60489 -4.93594
H 2.24399 -2.97319 -6.28619
H 3.19511 -4.28870 -5.50849
Hg -1.93642 0.03946 -3.85999
C -0.77731 0.67324 -5.37921
C -1.87120 -0.11010 -5.87733
C -1.91880 -1.55989 -6.34554
C -2.14487 -2.52947 -5.14283
C -1.34163 -1.96367 -3.96407
C 0.06413 -1.87943 -4.35009
C 0.94592 -0.69475 -4.09419
C 0.69227 0.31413 -5.25355
C -2.77154 0.40057 -1.98382
H -0.91445 1.75155 -5.53034
H -2.65733 0.49340 -6.34964
H -1.03402 -1.84483 -6.93733
H -2.77340 -1.66348 -7.03103
H -3.21737 -2.55570 -4.89843
H -1.85686 -3.55730 -5.40414
H -1.52360 -2.48028 -3.00940
H 0.20390 -2.17707 -5.39571
H 2.01219 -0.97315 -4.08806
H 0.74921 -0.21485 -3.11901
H 1.26219 1.22879 -5.04040
H 1.08876 -0.08803 -6.20493
H -2.52927 1.42818 -1.68279
H -2.33254 -0.30324 -1.26872
H -3.85538 0.24447 -2.05996
F -2.53671 0.69184 2.45277
Te -0.80946 1.06420 1.56936
F -0.50738 2.64779 2.71372
F 1.09608 1.21697 1.03287
F -0.08779 0.05694 2.99034
F -0.86421 -0.66475 0.57905
O -1.05722 3.01019 -0.87420
*
```

Its orbital gap (spin up / spin down) is 0.1061 / 0.0966 Eh. The calculation puts the HOMO energy (spin up / spin down) at -6.95 / -6.84 eV. The value obtained for the relative energy (zero: lowest compared OMol25 entry of this formula, charge and spin) is 68.1 kcal/mol.

Atom charges from the Mulliken analysis, given in e for atoms 1 to 2: 0.0871, 1.1927

=====

3.
Here is C4H13N3 in the gas phase from OMol25. Energies are from ωB97M-V/def2-TZVPD.

Geometry as ORCA input:
```
! wB97M-V def2-TZVPD RIJCOSX def2/J DEFGRID3
* xyz 0 1
C -1.41723 -0.03843 -0.31393
N 0.00326 -0.01191 0.03400
C 0.57154 1.32413 0.24993
C 1.80968 1.54865 -0.63251
N 2.69758 0.34144 -0.60529
C -1.99048 -1.40799 -0.02594
N -1.84448 -1.69432 1.43110
H -1.59504 0.30436 -1.34644
H -1.92628 0.76663 0.25866
H 0.45128 -0.40852 -0.78587
H 0.74395 1.41983 1.33450
H -0.20740 2.07496 0.00234
H 1.38836 1.61087 -1.63190
H 2.33408 2.42465 -0.25578
H 3.47046 0.48005 0.05440
H 3.16257 0.34086 -1.50614
H -1.47863 -2.04712 -0.75270
H -3.06597 -1.50990 -0.15800
H -2.14442 -2.59961 1.77984
H -0.85903 -1.71488 1.69045
*
```

Its orbital gap is 0.3514 Eh. The calculation puts the HOMO energy at -8.55 eV. Its structure (SMILES) is NCCNCCN. The value obtained for the relative energy (zero: lowest compared OMol25 entry of this formula, charge and spin) is 26.8 kcal/mol.

Atom charges from the Mulliken analysis, given in e for atoms 1 to 2: -0.6545, -0.2940

=====

4.
Here is a molecular structure, C47H28BrN10Re from OMol25. Energies are from ωB97M-V/def2-TZVPD.

Geometry as ORCA input:
```
! wB97M-V def2-TZVPD RIJCOSX def2/J DEFGRID3
* xyz 1 2
Re 0.25117 -0.19575 -0.42054
C 4.44283 -4.74796 1.89834
C 3.82191 -4.46398 3.12534
C 2.92694 -3.41693 3.25384
C 2.66320 -2.66981 2.11277
C 1.79557 -1.52807 1.88833
N 1.11257 -0.97081 2.85542
C 0.37481 0.11251 2.66914
C -0.05730 0.97129 3.74582
C 0.05702 0.86042 5.13014
C -0.43416 1.90642 5.88530
C -1.00279 3.04516 5.28401
C -1.09766 3.16147 3.91186
C -0.62172 2.09543 3.15264
C -0.55475 1.88737 1.72257
N -0.97210 2.78293 0.84596
C -0.76234 2.66041 -0.44026
N -0.06384 1.66681 -1.11227
C 0.00236 2.06821 -2.45601
N 0.76346 1.56391 -3.37601
C 1.62310 0.58601 -3.11344
N 1.69250 -0.18193 -1.97353
C 2.72467 -1.06678 -2.15459
N 3.15966 -1.97846 -1.30689
C 2.76646 -1.97982 -0.05859
N 1.87179 -1.13452 0.55207
C 3.27319 -2.95050 0.90331
C 4.18435 -3.99098 0.76937
C 3.32062 -0.87601 -3.45807
C 4.38566 -1.51051 -4.09263
C 4.71856 -1.06427 -5.35477
C 4.01680 -0.00805 -5.96532
C 2.96941 0.62680 -5.32922
C 2.63192 0.16910 -4.05691
C -0.79678 3.26134 -2.64578
C -1.08415 4.01012 -3.78207
C -1.86935 5.13400 -3.61030
C -2.34167 5.51196 -2.34129
C -2.04021 4.77147 -1.21451
C -1.26122 3.63439 -1.39594
N -0.01894 0.65054 1.45822
H 5.14158 -5.57326 1.84250
H 4.05541 -5.07816 3.98587
H 2.44861 -3.18594 4.19697
H 0.51027 -0.01027 5.58736
H -0.37967 1.85734 6.96547
H -1.36792 3.84418 5.91647
H -1.52528 4.03804 3.44103
H 4.66585 -4.19701 -0.17821
H 4.92268 -2.31750 -3.61055
H 5.53461 -1.53131 -5.89132
H 4.31072 0.31025 -6.95755
H 2.42879 1.44126 -5.79532
H -0.71236 3.71669 -4.75504
H -2.13033 5.74191 -4.46720
H -2.95096 6.40267 -2.25179
H -2.39346 5.05487 -0.23103
Br -3.07470 0.53420 0.38170
C -3.40889 -1.06495 -0.56964
C -4.59966 -1.66773 -0.27383
C -5.02769 -2.78787 -1.00446
C -4.27325 -3.20322 -2.05967
C -3.05172 -2.56539 -2.38646
C -2.38003 -2.97959 -3.56783
C -1.24701 -2.34423 -3.93966
C -0.65682 -1.38898 -3.07125
C -1.18347 -0.99068 -1.86028
C -2.52497 -1.50614 -1.59097
H -5.22562 -1.25209 0.50477
H -5.96799 -3.26818 -0.76297
H -4.60352 -4.02387 -2.68705
H -2.81608 -3.77069 -4.16726
H -0.73830 -2.59939 -4.86229
H 0.30974 -1.05303 -3.38872
N -2.08726 -5.73664 1.63139
C -1.56274 -4.55616 1.23029
C -1.94772 -3.34563 1.81581
C -1.40530 -2.16832 1.36350
N -0.50926 -2.09876 0.36302
C -0.12803 -3.27046 -0.19142
C -0.60402 -4.48919 0.20485
H -2.76683 -5.77515 2.36733
H -1.80018 -6.60236 1.21564
H -2.67729 -3.31853 2.61709
H -1.71704 -1.23040 1.80126
H 0.59140 -3.20852 -0.99998
H -0.24738 -5.38502 -0.28884
*
```

Its orbital gap (spin up / spin down) is 0.1711 / 0.1647 Eh. The calculation puts the HOMO energy (spin up / spin down) at -8.96 / -8.86 eV. The value obtained for the relative energy (zero: lowest compared OMol25 entry of this formula, charge and spin) is 0.0 kcal/mol.

Atom charges from the Mulliken analysis, given in e for atoms 1 to 2: 1.8158, -0.6575

=====

5.
Here is 2 unconnected molecules or ions with the total composition Cl2HNOS from OMol25. Energies are from ωB97M-V/def2-TZVPD.

Geometry as ORCA input:
```
! wB97M-V def2-TZVPD RIJCOSX def2/J DEFGRID3
* xyz 0 1
N -0.79340 0.17281 -0.59616
O -2.40444 1.45426 1.75900
S -1.74249 -0.50551 0.59797
Cl -0.38516 1.91555 -0.83512
Cl -3.41071 -0.70545 -0.49828
H 0.09266 -0.38217 -0.62886
*
```

Its orbital gap (spin up / spin down) is 0.3015 / 0.3015 Eh. The calculation puts the HOMO energy (spin up / spin down) at -10.33 / -10.33 eV. The value obtained for the relative energy (zero: lowest compared OMol25 entry of this formula, charge and spin) is 117.6 kcal/mol.

Atom charges from the Mulliken analysis, given in e for atoms 1 to 2: -0.2624, -0.3863

=====

6.
Here is C4H7NO in the gas phase from OMol25. Energies are from ωB97M-V/def2-TZVPD.

Geometry as ORCA input:
```
! wB97M-V def2-TZVPD RIJCOSX def2/J DEFGRID3
* xyz 0 1
C 1.41830 0.39497 -0.47607
C 0.49640 -0.09273 0.67820
C -0.91652 -0.49784 0.19306
O -1.80373 -0.52595 1.27319
C -1.20503 0.47507 -0.88863
N -0.62168 1.10685 -1.67188
H 0.87106 1.12837 -1.34533
H 2.21765 1.01372 -0.07305
H 1.85474 -0.49026 -0.96796
H 0.36582 0.67923 1.44646
H 0.87101 -0.98404 1.21669
H -0.86579 -1.47243 -0.31610
H -2.68223 -0.73496 0.93142
*
```

Its orbital gap is 0.3959 Eh. The calculation puts the HOMO energy at -10.33 eV. Its structure (SMILES) is CC[C@@H](O)C#N. The value obtained for the relative energy (zero: lowest compared OMol25 entry of this formula, charge and spin) is 66.0 kcal/mol.

Atom charges from the Mulliken analysis, given in e for atoms 1 to 2: -0.9174, -0.5804